The following is a DFT calculation (wB97M-V/def2-TZVPD) of an isolated ion of composition C3H9N2S2 and charge +1 in a non-equilibrium geometry.

```
! RIJCOSX wB97M-V def2-TZVPD def2/J DEFGRID3
* xyz 1 1
C -0.1642 -1.6536 -0.6189
C -0.2124 -0.4294 -1.0800
C -0.1303 0.7810 -0.2570
N -0.8405 1.8863 -0.7409
N -0.6740 0.3467 1.1106
S 1.9167 0.9829 0.0487
S 2.8113 -0.6926 -0.4787
H -0.3710 -2.5036 -1.1853
H 0.1465 -1.7718 0.3403
H -0.1191 -0.2663 -2.2456
H -0.7219 1.9645 -1.7519
H -0.8491 2.7821 -0.2625
H -0.9324 1.1162 1.6856
H -1.3918 -0.3552 0.9356
H 0.1134 -0.1912 1.6109
H 3.7014 -0.0544 -1.2249
*
```

The lowest unoccupied orbital energy comes out at -0.133 Ha. As for the HOMO-LUMO gap: 8.8 eV. For the energy relative to the best compared isomer or geometry (same formula, charge and spin), the calculation gives 40.3 kcal/mol. The calculation puts the HOMO energy at -12.4 eV. The calculation puts the molecular weight at 137.25 g mol⁻¹.

For reference, the natural (NBO) charges in units of e are: C -0.364; C -0.243; C 0.215; N -0.832; N -0.719; S -0.023; S -0.061; H 0.245; H 0.169; H 0.260; H 0.417; H 0.412; H 0.447; H 0.456; H 0.461; H 0.161